1.
# C2H5N2S2

An isolated ion of composition C2H5N2S2 and charge +1 (the ωB97M-V functional and the def2-TZVPD basis, the OMol25 dataset).

Each line ends with the natural charge from an NBO analysis.
CARTESIAN COORDINATES (ANGSTROEM)
N (1.360, -0.689, -0.035)  -0.7286
C (0.776, 0.252, 0.733)  0.3977
N (-0.366, 0.848, 0.525)  -0.4558
C (-1.070, 1.338, -0.450)  -0.0350
S (-2.677, 1.275, -0.855)  0.3924
S (-3.633, -0.057, 0.580)  -0.0729
H (1.225, -0.682, -1.114)  0.4270
H (2.234, -1.091, 0.255)  0.4292
H (1.365, 0.332, 1.649)  0.2268
H (-0.722, 2.071, -1.228)  0.2452
H (-4.357, -0.897, -0.145)  0.1739

HOMO energy	-13.71	eV
charge	+1
structure (SMILES)	[NH2+]=C/N=C/SS
HOMO-LUMO gap	0.32935	Eh
2S+1	1



2.
# C21H26N4O3

One molecule with the formula C21H26N4O3 (the ωB97M-V functional and the def2-TZVPD basis, the OMol25 dataset).

Each line ends with the natural charge from an NBO analysis.
CARTESIAN COORDINATES (ANGSTROEM)
O (-3.142, -0.457, -1.456)  -0.6467
C (-2.586, 0.559, -1.085)  0.6905
C (-1.616, 1.330, -1.973)  -0.5282
C (-0.181, 1.357, -1.358)  -0.1422
C (-0.010, 2.709, -0.682)  0.7024
O (-0.669, 3.012, 0.303)  -0.6643
N (0.819, 3.587, -1.259)  -0.5961
C (1.682, 3.324, -2.388)  -0.2099
C (1.117, 2.160, -3.200)  -0.2218
N (0.900, 1.077, -2.271)  -0.4495
C (0.892, -0.265, -2.828)  -0.2217
C (0.983, -1.288, -1.726)  -0.0588
C (2.120, -1.337, -0.927)  -0.1547
C (2.226, -2.272, 0.086)  -0.2209
C (1.195, -3.169, 0.312)  -0.2156
C (0.055, -3.117, -0.470)  -0.2035
C (-0.054, -2.178, -1.483)  -0.2258
N (-2.761, 1.121, 0.124)  -0.6469
C (-3.553, 0.511, 1.165)  -0.2251
C (-2.675, -0.097, 2.262)  -0.4336
C (-1.900, -1.303, 1.727)  -0.0697
O (-1.007, -1.858, 2.672)  -0.4944
C (0.230, -1.323, 2.818)  0.2774
C (1.113, -2.024, 3.645)  -0.2149
C (2.399, -1.553, 3.812)  -0.2452
C (2.770, -0.394, 3.145)  -0.0059
N (1.939, 0.287, 2.379)  -0.4013
C (0.704, -0.154, 2.222)  -0.0601
H (-1.594, 0.839, -2.946)  0.2346
H (-1.990, 2.347, -2.107)  0.2307
H (-0.126, 0.592, -0.574)  0.2482
H (0.940, 4.463, -0.769)  0.4094
H (2.686, 3.060, -2.034)  0.1960
H (1.750, 4.228, -3.000)  0.2015
H (0.196, 2.474, -3.718)  0.1733
H (1.847, 1.856, -3.952)  0.2145
H (1.776, -0.348, -3.469)  0.2088
H (0.006, -0.470, -3.450)  0.1773
H (2.918, -0.631, -1.101)  0.2092
H (3.113, -2.301, 0.702)  0.2168
H (1.278, -3.902, 1.101)  0.2156
H (-0.758, -3.806, -0.290)  0.2158
H (-0.956, -2.132, -2.076)  0.2306
H (-2.169, 1.909, 0.384)  0.4357
H (-4.209, 1.271, 1.600)  0.2014
H (-4.162, -0.265, 0.694)  0.2263
H (-1.981, 0.661, 2.631)  0.2083
H (-3.301, -0.415, 3.097)  0.2132
H (-2.599, -2.111, 1.496)  0.1977
H (-1.366, -1.045, 0.807)  0.1881
H (0.766, -2.923, 4.131)  0.2244
H (3.100, -2.077, 4.443)  0.2189
H (3.768, 0.014, 3.232)  0.1898
H (0.080, 0.473, 1.601)  0.2003

HOMO energy	-8.58	eV
charge	0
structure (SMILES)	O=C(C[C@@H]1C(=O)NCCN1Cc1ccccc1)NCCCOc1cccnc1
HOMO-LUMO gap	0.34011	Eh
2S+1	1



3.
# C55H61NO6S

C55H61NO6S as an isolated structure (the ωB97M-V functional and the def2-TZVPD basis, the OMol25 dataset).

Each line ends with the Löwdin charge.
CARTESIAN COORDINATES (ANGSTROEM)
O (5.251, 3.956, 0.764)  0.0754
C (5.131, 3.069, 1.578)  -0.3626
O (5.380, 1.754, 1.368)  -0.0145
C (4.886, 1.232, 0.133)  -0.1565
C (3.551, 0.472, 0.309)  -0.0796
C (2.325, 1.292, -0.128)  -0.2444
O (2.516, 2.726, -0.042)  -0.1471
S (1.669, 3.216, 1.210)  0.6083
O (2.285, 2.836, 2.431)  -0.2051
O (1.133, 4.505, 1.069)  -0.1849
O (0.451, 2.178, 0.987)  -0.1917
C (0.903, 0.937, 0.424)  -0.2298
C (0.803, -0.098, 1.568)  -0.1253
C (-0.372, 0.178, 2.512)  -0.1817
C (-1.751, 0.065, 1.824)  -0.1510
C (-2.549, 1.380, 1.738)  -0.1260
N (-2.485, 1.995, 0.417)  -0.1161
C (-2.783, 1.362, -0.738)  -0.1457
C (-2.592, 2.186, -1.795)  -0.0887
C (-2.166, 3.413, -1.205)  -0.0982
C (-2.124, 3.272, 0.128)  -0.1184
H (4.829, 3.342, 2.600)  0.1491
H (4.833, 1.964, -0.672)  0.1303
H (5.610, 0.483, -0.188)  0.1274
H (3.518, 0.119, 1.338)  0.1142
H (3.611, -0.370, -0.382)  0.1290
H (2.282, 1.154, -1.210)  0.1533
H (0.361, 0.610, -0.463)  0.1496
H (1.729, -0.093, 2.140)  0.1053
H (0.615, -1.073, 1.109)  0.1271
H (-0.329, -0.614, 3.267)  0.1120
H (-0.240, 1.101, 3.074)  0.1098
H (-1.616, -0.367, 0.831)  0.0971
H (-2.384, -0.644, 2.362)  0.1086
H (-2.167, 2.132, 2.430)  0.1216
H (-3.595, 1.234, 2.023)  0.1141
H (-3.117, 0.336, -0.688)  0.1194
H (-2.724, 1.935, -2.832)  0.0876
H (-1.908, 4.295, -1.769)  0.0969
H (-1.843, 3.985, 0.882)  0.1236
C (-5.476, 0.898, 7.293)  -0.0881
C (-6.481, 1.701, 6.773)  -0.0897
C (-6.312, 2.316, 5.540)  -0.0930
C (-5.140, 2.120, 4.823)  -0.0972
C (-4.137, 1.313, 5.341)  -0.0972
C (-4.302, 0.705, 6.578)  -0.0929
H (-5.607, 0.421, 8.257)  0.0819
H (-7.397, 1.849, 7.330)  0.1021
H (-7.093, 2.948, 5.138)  0.1015
H (-5.010, 2.596, 3.859)  0.0954
H (-3.222, 1.159, 4.780)  0.0878
H (-3.516, 0.081, 6.984)  0.0939
C (-3.988, -0.439, 10.541)  -0.1057
C (-3.306, 0.331, 11.472)  -0.0920
C (-3.837, 0.517, 12.741)  -0.0955
C (-5.046, -0.074, 13.081)  -0.0964
C (-5.727, -0.846, 12.150)  -0.0960
C (-5.200, -1.026, 10.879)  -0.1042
H (-3.575, -0.581, 9.550)  0.0901
H (-2.360, 0.787, 11.209)  0.1014
H (-3.307, 1.123, 13.466)  0.1005
H (-5.458, 0.068, 14.072)  0.1002
H (-6.669, -1.308, 12.416)  0.1003
H (-5.734, -1.624, 10.151)  0.1008
C (-1.172, -0.408, -3.846)  -0.0974
C (-1.647, -1.550, -4.477)  -0.0964
C (-1.296, -1.813, -5.794)  -0.1020
C (-0.463, -0.937, -6.478)  -0.1025
C (0.014, 0.203, -5.846)  -0.0798
C (-0.343, 0.470, -4.531)  -0.0881
H (-1.447, -0.200, -2.819)  0.0771
H (-2.291, -2.236, -3.940)  0.0804
H (-1.671, -2.702, -6.287)  0.1088
H (-0.185, -1.144, -7.504)  0.0828
H (0.664, 0.885, -6.380)  0.1040
H (0.024, 1.362, -4.039)  0.1011
C (8.238, 3.238, 3.652)  -0.0897
C (9.308, 3.375, 4.526)  -0.0989
C (10.298, 4.313, 4.269)  -0.1007
C (10.213, 5.121, 3.143)  -0.0981
C (9.141, 4.986, 2.271)  -0.0855
C (8.155, 4.042, 2.523)  -0.0822
H (7.467, 2.503, 3.851)  0.0980
H (9.371, 2.749, 5.407)  0.0987
H (11.136, 4.415, 4.947)  0.0986
H (10.983, 5.856, 2.945)  0.0991
H (9.073, 5.618, 1.394)  0.1031
H (7.325, 3.935, 1.841)  0.0673
C (-4.091, -4.077, -2.131)  -0.1018
C (-4.351, -5.084, -1.211)  -0.0975
C (-5.236, -6.104, -1.531)  -0.0965
C (-5.855, -6.121, -2.774)  -0.0955
C (-5.592, -5.116, -3.695)  -0.0940
C (-4.713, -4.092, -3.372)  -0.0994
H (-3.402, -3.279, -1.879)  0.0900
H (-3.864, -5.073, -0.244)  0.0992
H (-5.444, -6.886, -0.812)  0.1004
H (-6.542, -6.919, -3.025)  0.1007
H (-6.073, -5.131, -4.664)  0.1011
H (-4.512, -3.305, -4.088)  0.0927
C (1.795, -3.724, -5.949)  -0.0874
C (1.477, -3.769, -4.599)  -0.0836
C (2.211, -4.576, -3.740)  -0.0960
C (3.268, -5.331, -4.230)  -0.0997
C (3.588, -5.284, -5.579)  -0.0986
C (2.849, -4.484, -6.440)  -0.0931
H (1.220, -3.098, -6.619)  0.0749
H (0.656, -3.175, -4.216)  0.0858
H (1.959, -4.616, -2.688)  0.0979
H (3.843, -5.957, -3.559)  0.0992
H (4.413, -5.871, -5.961)  0.0999
H (3.095, -4.451, -7.494)  0.0994
C (0.671, -1.231, -10.643)  -0.0985
C (1.721, -0.999, -9.765)  -0.1064
C (2.667, -0.026, -10.053)  -0.0935
C (2.559, 0.723, -11.216)  -0.0955
C (1.507, 0.495, -12.093)  -0.0957
C (0.566, -0.485, -11.809)  -0.0954
H (-0.065, -1.993, -10.419)  0.1005
H (1.803, -1.580, -8.853)  0.0854
H (3.489, 0.150, -9.370)  0.1012
H (3.294, 1.486, -11.439)  0.1006
H (1.422, 1.080, -13.000)  0.1006
H (-0.251, -0.667, -12.495)  0.1006

HOMO energy	-8.34	eV
charge	0
HOMO-LUMO gap	0.31077	Eh
2S+1	1



Number 1: M 121.2 g mol⁻¹. Number 2: M 382.5 g mol⁻¹. Number 3: M 864.2 g mol⁻¹.